No. 1
Below is a structure of composition C53H51BrLuN5O4P2Si at a distorted geometry, with properties calculated with ωB97M-V/def2-TZVPD.

Computed properties:
LUMO level   -1.02 eV
Total energy   -7406.59134 Eh
Strongest force on any atom   4.087 eV Å⁻¹
ΔE to the lowest compared entry with this formula, charge and spin   0.00 kcal/mol

CARTESIAN COORDINATES (ANGSTROEM)
Lu  -19.7913  1.6907  -8.1713
Br  -18.5749  4.9362  -2.4221
P  -24.7892  -2.2495  -8.4697
P  -21.9775  -3.6487  -6.1081
Si  -19.7526  4.8365  -10.1470
O  -19.2000  0.4134  -9.8533
O  -17.6650  1.1862  -7.7359
O  -19.2513  0.0279  -6.8475
O  -17.2082  -0.8285  -6.9262
N  -23.1815  1.3755  -8.6381
N  -24.5344  -4.6906  -7.0868
N  -19.9307  3.3136  -6.5599
N  -17.9746  0.1340  -7.1454
N  -19.0293  3.1817  -9.7158
C  -22.1148  -0.6688  -3.3100
C  -24.3334  -3.8640  -10.7650
C  -21.4318  -5.2259  -3.7689
C  -19.0346  4.0306  -4.0128
C  -19.2232  -1.0374  -9.9058
C  -19.1723  -5.9633  -3.1488
C  -17.0593  3.1783  -11.1627
C  -20.9389  -4.5024  -4.8504
C  -22.7335  0.3526  -3.9650
C  -25.7940  -2.4144  -12.5033
C  -20.5352  -5.8458  -2.8482
C  -24.4170  -8.3450  -9.1389
C  -25.5724  -7.5718  -9.1621
C  -25.5790  -6.3357  -8.5604
C  -18.7165  -5.2422  -4.2131
C  -23.2180  -7.8184  -8.6716
C  -18.5712  6.1240  -9.4477
C  -18.3555  1.1240  -10.7917
C  -18.5668  3.4539  -6.2646
C  -25.5446  -3.6996  -7.4224
C  -20.6847  -2.8796  -10.3840
C  -19.6516  -3.7580  -10.1753
C  -18.3349  -3.2219  -9.9104
C  -22.2781  -2.0439  -5.2543
C  -21.8796  -1.9283  -3.9096
C  -20.4229  3.8549  -4.3277
C  -21.5604  5.0680  -9.4910
C  -17.6991  0.5033  -11.8615
C  -19.8500  5.0040  -12.0595
C  -23.1998  -6.5170  -8.1072
C  -16.5758  1.1432  -12.3395
C  -22.7858  -0.9690  -5.9788
C  -20.4744  -1.5118  -10.1519
C  -20.8204  3.4168  -5.5559
C  -16.2825  2.5121  -12.0709
C  -27.5108  -1.5066  -8.6196
C  -18.1660  2.5177  -10.5286
C  -24.4609  -4.3482  -12.0123
C  -25.0344  -2.7074  -10.2740
C  -26.1779  -1.0805  -8.3695
C  -24.4299  -5.8767  -7.8361
C  -19.5721  -4.5358  -5.0873
C  -28.2920  0.4710  -7.4672
C  -23.0976  0.2254  -5.2902
C  -28.5394  -0.7241  -8.0872
C  -22.0392  1.6211  -8.5277
C  -18.0807  -1.8204  -9.7487
C  -26.9462  0.9585  -7.3964
C  -23.7642  -4.4916  -5.8716
C  -25.3495  -3.6912  -12.8863
C  -25.8656  0.2028  -7.8920
C  -18.1193  3.7867  -5.0449
C  -25.7297  -1.9271  -11.1945
H  -19.7412  -4.8204  -10.1311
H  -20.3825  5.9733  -12.2862
H  -21.9170  3.3292  -5.8663
H  -22.2167  -5.9541  -7.9893
H  -22.0433  5.7097  -10.1782
H  -21.4259  -2.7312  -3.3075
H  -23.9891  -5.2407  -12.3122
H  -29.5437  -1.0620  -8.3471
H  -18.5940  -6.6579  -2.4707
H  -17.4372  -3.8829  -9.9222
H  -21.2979  -0.8014  -10.1627
H  -17.8688  3.3831  -7.1339
H  -23.7693  -4.4170  -10.0503
H  -17.5654  6.0948  -9.9266
H  -23.7228  -5.4055  -5.2794
H  -21.7184  5.5145  -8.5159
H  -26.8750  1.9995  -6.9760
H  -25.9991  -0.9124  -11.0552
H  -22.0989  4.0843  -9.5970
H  -26.1259  -3.3168  -6.6033
H  -19.1217  -3.9963  -5.8879
H  -21.5596  -0.4654  -2.3649
H  -24.2333  -3.7040  -5.2721
H  -22.9095  -0.9244  -7.0415
H  -17.1572  -1.3218  -9.4661
H  -21.0951  4.1313  -3.5127
H  -18.0168  -0.5102  -12.1970
H  -29.0879  1.0997  -7.0690
H  -16.0028  0.6317  -13.1321
H  -24.8956  0.6944  -7.9675
H  -16.8857  4.2541  -11.0207
H  -18.9363  7.1348  -9.6465
H  -26.4585  -5.7088  -8.5710
H  -27.7229  -2.3123  -9.2706
H  -26.4819  -7.9792  -9.5911
H  -26.2901  -1.8040  -13.2761
H  -26.2732  -4.1177  -8.1665
H  -24.3885  -9.3711  -9.4472
H  -21.6921  -3.2441  -10.6553
H  -18.3277  6.0080  -8.3881
H  -20.4065  4.1396  -12.4223
H  -18.8591  4.9034  -12.4905
H  -22.9642  1.3527  -3.5773
H  -22.5347  -5.3251  -3.5437
H  -23.6565  1.0692  -5.8299
H  -20.9326  -6.3253  -1.9396
H  -25.6704  -4.1436  -13.7869
H  -22.3004  -8.4440  -8.7514
H  -17.0799  3.7468  -4.8112
H  -17.6773  -5.4230  -4.4426
H  -15.4242  2.9293  -12.5744

=====

No. 2
Below is the molecule C15H21NO, with properties calculated with ωB97M-V/def2-TZVPD.

Computed properties:
LUMO level   0.85 eV
Total energy   -714.19819 Eh
Strongest force on any atom   0.547 eV Å⁻¹
SMILES   Cc1ccc(C(=O)N2CCC(C)CC2)cc1C
ΔE to the lowest compared entry with this formula, charge and spin   2.38 kcal/mol

CARTESIAN COORDINATES (ANGSTROEM)
O  0.9231  1.4075  -1.8977
N  1.6303  0.8979  0.1820
C  0.6746  1.0296  -0.7658
C  -3.3619  0.1028  0.3482
C  -1.2957  -0.5027  -0.7190
C  -3.1954  -2.1263  -0.8080
C  -0.7222  0.7011  -0.3350
C  -4.7796  -0.2037  0.7226
C  -1.4789  1.6153  0.3849
C  -2.7854  1.3099  0.7191
C  3.1577  -1.3435  0.5023
C  -2.6046  -0.8167  -0.3839
C  3.0225  1.0913  -0.1784
C  1.4332  0.2607  1.4591
C  3.9017  -0.0059  0.4293
C  2.7880  -1.8476  -0.8924
C  1.9140  -1.1972  1.4025
H  -1.0470  2.5615  0.6766
H  0.3796  0.3026  1.7366
H  2.1355  -1.5320  2.4170
H  -5.2129  0.6140  1.2928
H  -4.8320  -1.1117  1.3230
H  -2.4713  -2.7122  -1.3682
H  -4.0703  -1.9651  -1.4369
H  3.0742  1.0848  -1.2697
H  -3.3710  2.0259  1.2784
H  -5.3851  -0.3625  -0.1694
H  4.8045  -0.1138  -0.1730
H  2.0061  0.8209  2.2053
H  3.3565  2.0773  0.1685
H  1.1117  -1.8255  1.0131
H  3.8312  -2.0812  0.9527
H  4.2116  0.2774  1.4376
H  2.3264  -2.8309  -0.8262
H  -0.7100  -1.2056  -1.2949
H  3.6797  -1.9325  -1.5100
H  2.0936  -1.1753  -1.3876
H  -3.5141  -2.7039  0.0595

=====

No. 3
Below is the molecule CFN3O at a distorted geometry, with properties calculated with ωB97M-V/def2-TZVPD.

Computed properties:
LUMO level   -0.09 eV
Total energy   -377.37174 Eh
Strongest force on any atom   8.181 eV Å⁻¹
SMILES   Fc1nnno1
ΔE to the lowest compared entry with this formula, charge and spin   16.96 kcal/mol

CARTESIAN COORDINATES (ANGSTROEM)
F  1.0823  -1.0612  1.3586
O  0.1137  -0.8844  -0.6822
N  -0.7974  0.2557  -1.2777
N  -0.6717  1.1782  -0.4522
N  -0.0986  0.8535  0.6909
C  0.3718  -0.3418  0.3626

=====

No. 4
Below is the molecule C4H7NO2, with properties calculated with ωB97M-V/def2-TZVPD.

Computed properties:
LUMO level   0.80 eV
Total energy   -361.82004 Eh
Strongest force on any atom   0.510 eV Å⁻¹
SMILES   [H]/N=C(\C)OCC=O
ΔE to the lowest compared entry with this formula, charge and spin   38.16 kcal/mol

CARTESIAN COORDINATES (ANGSTROEM)
O  -0.0579  -0.8574  0.4571
O  2.7326  1.1814  0.7575
N  -0.1679  1.0170  -0.8220
C  2.1321  0.4514  0.0048
C  -2.2344  -0.1564  -0.0545
C  1.3716  -0.7670  0.5545
C  -0.7555  0.0846  -0.1972
H  -2.5206  -0.1010  1.0002
H  -0.8268  1.6605  -1.2470
H  2.2396  0.5284  -1.0879
H  -2.7995  0.5883  -0.6185
H  -2.4967  -1.1551  -0.4167
H  1.6105  -0.8193  1.6204
H  1.7729  -1.6554  0.0494

=====

No. 5
Below is a structure of composition C18H24BBr2Cl3CoF4GeN3O2 at a distorted geometry, with properties calculated with ωB97M-V/def2-TZVPD.

Computed properties:
LUMO level (spin up / spin down)   -2.23 / -2.05 eV
Total energy   -11427.98650 Eh
Strongest force on any atom   1.396 eV Å⁻¹

CARTESIAN COORDINATES (ANGSTROEM)
Br  0.3549  -3.2338  -5.2944
Br  1.9942  -2.9677  -1.7267
Ge  1.6577  -1.4373  1.6472
Co  -0.0146  -0.3758  -0.1811
Cl  1.2623  -1.2693  3.7485
Cl  3.4722  -0.2378  1.4220
Cl  2.3817  -3.4439  1.4964
F  -0.5853  -2.6236  1.5074
F  -1.5932  -0.6579  0.9603
F  -2.8443  -2.6046  1.0579
F  -2.0479  -1.6366  2.9716
O  -0.1191  -1.1724  -3.3430
O  -0.8467  -1.6405  -1.2823
N  -0.2229  1.6305  1.4764
N  -1.0352  1.3971  -1.4457
N  1.6717  -0.2103  -1.2542
C  -1.7836  -4.9037  -4.6070
C  -0.7928  1.3247  2.8094
C  -1.0986  -3.7695  -4.1947
C  -2.4792  -3.6452  -2.2516
C  2.0842  1.0595  -1.3758
C  -1.2733  2.4129  0.7933
C  -0.7292  -1.8749  -2.5518
C  -0.6109  1.7531  -2.8124
C  -3.1777  -4.7674  -2.6595
C  2.3769  -1.1483  -1.9010
C  -1.4378  -3.1179  -3.0166
C  0.9549  2.4712  1.7356
C  3.4741  -0.8311  -2.6953
C  3.1600  1.4565  -2.1329
C  -2.8295  -5.3980  -3.8448
C  -1.0003  2.6403  -0.6662
C  -2.4261  0.9053  -1.5427
C  3.8693  0.4821  -2.8171
B  -1.8115  -1.9586  1.6656
H  -0.5322  0.8613  -3.4219
H  -3.3594  -6.2803  -4.1779
H  0.6616  3.3759  2.2819
H  4.7218  0.7397  -3.4296
H  -1.3360  2.4513  -3.2485
H  -2.2145  1.8763  0.9125
H  -2.7559  0.4393  -0.6212
H  1.4557  2.7775  0.8236
H  3.9997  -1.6281  -3.1976
H  -2.4784  0.1582  -2.3289
H  -1.4863  -5.3955  -5.5225
H  -1.3928  3.3771  1.3079
H  1.4998  1.7767  -0.8318
H  1.6697  1.9167  2.3396
H  3.4274  2.5015  -2.1805
H  0.3567  2.2526  -2.7857
H  -2.7240  -3.1641  -1.3212
H  -1.7192  0.7713  2.7079
H  -1.7351  3.3520  -1.0714
H  -0.9877  2.2678  3.3344
H  -3.9815  -5.1494  -2.0462
H  -0.0236  3.1103  -0.8036
H  -0.1029  0.7379  3.3972
H  -3.0989  1.7330  -1.8023

=====

No. 6
Below is the molecule C18H19N3O2 at a distorted geometry, with properties calculated with ωB97M-V/def2-TZVPD.

Computed properties:
LUMO level   -0.13 eV
Total energy   -1012.08947 Eh
Strongest force on any atom   1.203 eV Å⁻¹
SMILES   Cc1ccc2cc(-c3noc(C4CCCCC4)n3)c(=O)[nH]c2c1
ΔE to the lowest compared entry with this formula, charge and spin   26.30 kcal/mol

CARTESIAN COORDINATES (ANGSTROEM)
O  1.4064  -1.4222  -0.2214
O  -0.3529  2.8664  0.9537
N  -0.0927  -2.3827  -1.5887
N  1.0429  1.2698  0.4172
N  -1.0738  1.9385  0.2723
C  3.2623  2.4307  1.8116
C  3.1178  1.2598  2.7794
C  1.3056  2.4819  4.0067
C  1.9559  3.2189  1.6909
C  0.9095  2.4108  1.0137
C  2.6307  1.7385  4.1434
C  -0.5794  -0.1925  -0.7771
C  -0.2132  0.9948  -0.0336
C  -2.1710  -1.3769  -2.1830
C  -3.3948  -1.4632  -2.8618
C  -3.7121  -2.5823  -3.5885
C  0.3492  -1.3257  -0.8051
C  -1.6138  -3.5930  -3.0097
C  -1.2772  -2.4637  -2.2605
C  -3.1987  -4.8685  -4.4746
C  -2.8218  -3.6623  -3.6737
C  1.4598  3.6758  3.0694
C  -1.7739  -0.2431  -1.4251
H  0.9646  2.8273  4.9852
H  0.5485  1.8011  3.6109
H  3.5481  2.0543  0.8295
H  -0.9159  -4.4168  -3.0626
H  2.5093  0.8860  4.8143
H  0.5077  4.1990  2.9619
H  -4.0820  -0.6328  -2.8005
H  2.4137  0.5410  2.3600
H  -3.4536  -4.5811  -5.4934
H  4.0815  0.7585  2.8843
H  3.3745  2.4080  4.5837
H  -2.4358  0.6087  -1.3653
H  0.5409  -3.1729  -1.6320
H  2.1221  4.1070  1.0665
H  -4.0739  -5.3490  -4.0384
H  4.0416  3.1087  2.1671
H  2.1879  4.3745  3.4869
H  -2.3865  -5.5897  -4.5065
H  -4.6574  -2.6417  -4.1070